Record 1
DFT (wB97M-V/def2-TZVPD) results for a molecular structure, C23H23BCaF10N3O2 in a non-equilibrium geometry.

Largest force on an atom: 3.52 eV/A
ΔE to the lowest compared entry with this formula, charge and spin: 14.01 kJ/mol
Total charge: -1
Electronic energy: -79081.947 eV
E_HOMO: -4.40 eV

Last column: Mulliken charge in e.
Atoms and positions in Å:
C 3.7052 -1.5589 -3.4766  -0.253
H 2.1892 -2.8587 1.3963  0.294
F 5.9752 -1.9724 -4.0672  -0.341
O -0.9440 2.3725 0.2534  -0.505
H 1.2876 2.0048 2.3935  0.207
C 0.9893 -1.1378 1.9089  -0.446
B -0.0112 1.6030 -0.4624  0.404
C -3.3984 -1.7892 -1.0521  -0.283
F -6.9924 -2.4663 -1.4679  -0.324
C -5.7117 -2.2566 -1.8026  -0.044
O 1.2450 2.1949 -0.2805  -0.560
C -5.3577 -2.2537 -3.1392  0.727
F -3.6257 -2.0597 -4.7210  -0.318
C -2.6812 -1.4842 1.2261  -0.880
H -2.9535 -2.4769 1.6075  0.339
H 1.8844 5.3374 0.7303  0.345
H -0.2956 -2.6872 3.6815  0.440
H -1.6741 -0.8337 3.0226  0.435
F -5.2561 -2.1238 0.4635  -0.331
H -0.3169 4.6211 2.6685  0.336
H 3.0528 4.1823 0.0703  0.482
H -0.5179 4.5963 -1.1187  0.373
C -0.3479 3.5669 0.7775  1.789
H 1.2718 -1.0693 2.9733  0.566
H 2.8455 2.4558 1.7052  0.559
C 1.1884 3.2910 0.6410  1.974
F 3.4272 -1.2238 -4.7434  -0.323
C -4.0224 -2.0495 -3.4417  -0.261
Ca -0.2733 -0.6492 -0.8668  1.265
H 0.8920 -0.1241 1.5069  -0.505
H 1.6945 4.7148 -0.9235  0.346
F -1.7999 -1.6860 -2.8228  -0.242
H 0.4723 -3.6712 2.4174  0.278
H -1.2250 0.0233 1.5328  -0.200
F -6.2757 -2.4376 -4.1075  -0.339
H 3.0494 -1.3197 1.4488  0.575
H -0.6750 2.8856 2.8151  0.301
H -1.9032 3.9868 2.1911  0.473
N -2.4153 -1.5274 -0.1992  -0.324
C -0.8362 4.7329 -0.0855  -2.087
N 1.8905 -1.6273 -0.2991  -0.218
H -1.9265 4.7410 -0.0684  0.523
H -0.4697 5.6903 0.2887  0.345
C 2.9004 -1.8045 -1.1423  -0.332
F 4.5642 -2.7651 0.3367  -0.338
H 1.9315 3.6391 2.6645  0.367
C -4.7817 -2.0527 -0.8050  0.691
C 1.9980 4.4598 0.0899  -1.916
C 2.7189 -1.5139 -2.5248  0.273
C -0.3521 -2.9899 2.6217  -1.203
N -0.2852 -1.8326 1.7475  0.629
C 4.2273 -2.2753 -0.8841  0.608
C -0.8331 3.7756 2.2082  -1.897
H -3.5067 -0.8104 1.4815  0.525
C 4.9921 -1.9489 -3.1463  0.666
C 2.1183 -1.7977 1.1255  -0.869
H -1.2859 -3.5277 2.4677  0.290
C -3.1032 -1.8457 -2.4440  0.131
F 6.4430 -2.7516 -1.4848  -0.324
C 5.2238 -2.3202 -1.8366  -0.010
F 1.4742 -1.1536 -2.9451  -0.294
C -1.4442 -0.9654 1.9522  -0.556
C 1.8468 2.8243 1.9433  -2.033

Record 2
DFT (wB97M-V/def2-TZVPD) results for a molecular structure, C23H23BCl3N12O4SiTi in a non-equilibrium geometry.

Largest force on an atom: 1.57 eV/A
ΔE to the lowest compared entry with this formula, charge and spin: 38.92 kJ/mol
Total charge: +1
Electronic energy: -119536.836 eV
E_HOMO: -11.52 eV

Last column: Mulliken charge in e.
Atoms and positions in Å:
C -2.0679 -1.4875 -1.2566  -0.120
H 3.4139 1.5148 -0.0430  0.520
H 3.6812 2.7210 -3.0058  0.257
C 3.5003 1.7926 2.1795  -1.329
C -1.7003 -1.7984 -3.5287  0.209
H -1.9418 1.7631 4.8196  0.415
H -0.7249 -1.8271 4.3684  0.447
C -0.6319 -0.9299 -2.9575  -0.223
H 2.4739 1.5718 4.1585  0.558
H -1.2111 -1.9799 -5.6145  0.526
H -4.6929 -4.0771 -4.2166  0.424
C -2.5607 -2.1380 -2.5062  0.160
N 3.0245 1.9540 -2.9497  -0.588
H 2.7521 -0.7683 -2.1902  0.237
C 0.5312 0.3597 6.3893  -0.353
C 2.9840 1.4289 0.9440  -0.509
O -0.5027 2.4829 -2.9653  -0.193
C 0.6959 2.1412 -2.5163  0.242
C -2.4211 2.6772 0.9881  -1.884
H -0.3951 2.3761 -5.0452  0.367
N 0.0176 -1.3919 1.2697  1.367
O 0.7661 1.6364 -1.4019  -0.204
H -4.3222 -3.2097 -1.9064  0.531
C -1.0549 1.2912 5.1971  -0.049
Cl 3.1233 -4.3514 0.0363  -0.230
C -1.8496 1.8066 0.0726  -0.275
H 1.1657 -0.0124 7.1808  0.480
Si 3.4382 -2.4022 0.4472  0.393
H -1.9283 2.8319 3.1471  0.477
H -3.1640 -3.4692 -6.0404  0.420
C -0.1916 -2.7103 1.2838  -0.751
Ti 0.5058 -0.1071 -0.2682  -1.598
Cl 5.2320 -1.8001 -0.2784  -0.250
N -0.2007 -0.9440 2.5286  0.441
H 3.3041 1.2333 -3.6053  0.234
H 4.4639 2.2248 2.3933  0.461
Cl 3.3078 -2.0109 2.4256  -0.165
C -3.8510 -3.4286 -4.0097  -0.540
H -0.1028 4.0062 -4.3384  0.370
N 1.7510 0.9327 1.0898  0.803
H -1.1855 1.4020 7.3874  0.438
O -2.6040 -1.5086 -0.1840  -0.604
O 0.2393 -0.3729 -3.5911  -0.638
N -0.1209 0.7223 4.3854  0.125
C -0.5387 -1.9721 3.3175  -0.057
B 0.0256 0.5529 2.8916  0.724
H -3.1708 3.4294 0.8121  0.447
C -0.6725 3.0804 -4.2596  -0.967
H -2.0292 1.7117 -0.9842  0.553
N -0.8287 -0.8433 -1.5612  1.465
H -0.0811 -3.2923 0.3826  0.565
N -0.9467 1.3609 1.9907  0.132
C -0.5584 -3.1258 2.5549  -1.504
N 1.7541 2.4155 -3.2985  0.008
N -0.9524 1.0234 0.6735  1.083
C -1.8887 -2.2544 -4.8163  -0.442
N 2.0517 -0.7644 -1.4566  0.145
C -1.8061 2.3698 2.1867  0.148
C -3.6508 -2.9544 -2.7167  -0.491
C -2.9837 -3.0837 -5.0443  -0.599
H -0.7990 -4.1232 2.8808  0.483
H 1.6018 2.7477 -4.2333  0.190
H -1.7291 3.3031 -4.3423  0.241
N 1.4626 0.9656 2.4173  0.223
C -0.6730 1.0848 6.4937  -0.931
C 2.1041 -1.3922 -0.3768  0.325
C 2.5009 1.4777 3.0860  -0.135
N 0.8618 0.1383 5.1298  -1.003

Record 3
DFT (wB97M-V/def2-TZVPD) results for a molecular structure, C23H23BaN3O4S in a non-equilibrium geometry.

Largest force on an atom: 1.93 eV/A
ΔE to the lowest compared entry with this formula, charge and spin: 19.61 kJ/mol
Electronic energy: -48411.154 eV
E_HOMO: -7.08 eV

Last column: Mulliken charge in e.
Atoms and positions in Å:
C 2.4242 -0.6788 -2.0428  -0.920
O -2.4703 -0.2716 -3.2360  -0.831
H -2.9428 -0.4439 1.0805  -0.132
H -1.1763 6.6216 -0.5441  0.336
C -2.5369 -0.4784 2.0865  -0.248
H -0.2601 6.6844 -2.0526  0.357
C -0.7143 2.5407 -0.2411  -0.186
C -1.6137 -0.4891 4.7281  -0.852
H 2.6227 -0.6459 2.9625  0.384
C 1.5584 -0.5930 2.8032  -0.989
C 3.3248 -0.3027 0.5192  -0.663
O -0.8106 -3.3744 -0.8672  -0.834
C 3.7770 -0.4423 -1.8241  -0.672
C -1.1356 -0.5257 2.3352  0.263
C 1.0394 -0.5789 1.4664  -0.203
S 0.5898 -3.9886 -0.7798  0.696
H -0.3926 2.1867 -3.4452  0.430
C 1.9691 -0.5611 0.2762  1.551
H 2.0086 -4.7172 -2.5333  0.387
H -4.4756 -0.4129 2.9378  0.446
H 0.3451 -4.3462 -3.0914  0.345
H -3.6664 -0.4333 5.2836  0.387
N -3.2278 0.5502 -2.5983  1.174
N -0.6242 1.9227 -1.4218  0.208
N -0.2649 -0.5566 1.2756  0.246
C -0.3180 6.2081 -1.0751  -1.402
H -1.2473 -0.4871 5.7480  0.397
C 0.7185 -0.5649 3.8643  -1.082
C 1.4566 -0.7620 -1.0286  -0.165
C -2.9526 -0.4582 4.4710  -0.571
H 5.2780 -0.0569 -0.3298  0.392
C -3.4123 -0.4515 3.1362  -0.748
H -0.7056 4.3378 0.9083  0.419
H -0.3800 -6.0852 -1.3723  0.326
C 4.2315 -0.2540 -0.5273  -0.716
O -3.6952 1.5158 -3.1348  -0.597
C 0.2843 -5.7331 -0.5841  -1.113
H 1.2358 -6.2639 -0.6058  0.411
C -0.3484 4.0778 -2.4291  -0.745
C 1.1727 -4.0213 -2.4608  -0.704
H 3.7026 -0.1097 1.5141  0.247
H 4.4752 -0.3924 -2.6530  0.405
H -0.2078 4.6427 -3.3416  0.327
H 1.1070 -0.5785 4.8764  0.395
H -0.8547 1.9029 0.6249  0.303
C -0.4510 2.6961 -2.4895  -0.637
H 0.5763 6.4823 -0.5129  0.308
O -3.4210 0.2924 -1.3693  -0.713
H 2.1155 -0.7871 -3.0851  0.479
H 1.5101 -3.0179 -2.7114  -0.004
H -0.1832 -5.8664 0.3892  0.356
C -0.6831 -0.5218 3.6639  1.391
C -0.4328 4.7166 -1.2011  1.146
Ba -1.2933 -1.0362 -1.2785  2.020
C -0.6245 3.9100 -0.0833  -0.803